Density functional theory data (wB97M-V/def2-TZVPD) for a molecular structure, C17H14N7S2Sn.

Geometry as XYZ:
```
41
Properties=species:S:1:pos:R:3:lowdin_charge:R:1
Sn 0.8525 -0.0463 0.4494 1.09
N 1.1898 -4.6159 1.1473 0.09
C 0.8087 -3.3312 1.0660 -0.85
S 1.3623 -2.4591 -0.3466 0.50
N 0.0497 -2.8887 2.0404 -0.01
N -0.2982 -1.5843 1.9270 -0.17
C -1.0285 -1.0952 2.8509 -0.08
C -1.4624 0.3011 2.7654 -0.28
C -2.0545 0.9308 3.8520 0.00
C -2.4276 2.2581 3.7350 -0.03
C -2.2058 2.9183 2.5364 -0.04
C -1.6118 2.2185 1.5015 -0.12
N -1.2497 0.9384 1.6067 -0.02
H 1.8051 -5.0100 0.4603 0.09
H 0.9106 -5.1579 1.9476 0.11
H -1.3225 -1.7075 3.6987 0.14
H -2.2124 0.3809 4.7706 0.12
H -2.8835 2.7720 4.5707 0.12
H -2.4907 3.9522 2.4000 0.11
H -1.4221 2.6917 0.5448 0.12
N 1.0894 2.4816 -3.5981 0.19
C 2.0302 3.3460 -3.0566 -0.18
C 2.7284 4.4253 -3.5891 -0.01
C 3.5965 5.0735 -2.7357 -0.07
C 3.7661 4.6653 -1.4009 -0.07
C 3.0717 3.5944 -0.8813 -0.01
C 2.1898 2.9275 -1.7321 -0.22
N 1.3643 1.8334 -1.4937 0.07
C 0.7402 1.6124 -2.6152 -0.29
C -0.2408 0.5380 -2.7212 -0.30
C -0.9138 0.1141 -3.8200 -0.31
S -1.9363 -1.1894 -3.4178 1.11
C -1.4254 -1.0941 -1.8044 -0.46
N -0.5449 -0.1615 -1.5662 -0.10
H 0.7374 2.5017 -4.5394 0.17
H 2.6017 4.7420 -4.6161 0.12
H 4.1635 5.9183 -3.1028 0.11
H 4.4606 5.2067 -0.7726 0.11
H 3.2003 3.2721 0.1433 0.11
H -0.8490 0.4832 -4.8310 0.09
H -1.7878 -1.7727 -1.0444 0.09
```

## Properties
Charge: +1
HOMO energy, eV: -10.8
DFT total energy, eV: -55785.1064
LUMO, eV: -3.08



Density functional theory data (wB97M-V/def2-TZVPD) for a molecular structure, C17H15AuBF4N2O3 in a non-equilibrium geometry.

Geometry as XYZ:
```
43
Properties=species:S:1:pos:R:3:lowdin_charge:R:1
Au 0.4037 -1.0828 -2.1452 0.91
O -0.3183 0.4590 -0.0515 -0.08
C 0.9729 0.5165 0.5941 -0.33
C 2.1942 0.5138 -0.3965 -0.58
O 3.2031 1.0894 0.0349 0.04
O 2.0871 -0.1870 -1.4697 -0.21
C 1.2206 -0.7128 1.4903 -0.12
C 2.2528 -0.7582 2.4273 -0.04
C 2.3995 -1.8433 3.2395 -0.12
C 1.5374 -2.8867 3.2350 -0.13
C 0.4970 -2.8412 2.3523 -0.11
C 0.2684 -1.7859 1.4696 0.00
C 0.9842 1.8338 1.3945 -0.16
C 1.1323 3.0255 0.6866 0.00
C 0.9261 4.3159 1.2478 -0.06
C 0.3647 4.3410 2.5057 -0.13
C 0.1650 3.1571 3.1758 -0.09
C 0.6055 1.9155 2.6992 -0.03
H -0.5310 1.2562 -0.6180 0.09
H 2.9871 0.0394 2.6315 0.14
H 3.1704 -1.7736 3.9922 0.10
H 1.6480 -3.7745 3.8850 0.11
H -0.1363 -3.7423 2.3285 0.10
H -0.5626 -1.6884 0.8026 0.09
H 1.4371 3.0016 -0.3764 0.13
H 0.9944 5.2036 0.7024 0.08
H -0.0254 5.2685 2.9187 0.10
H -0.3645 3.2337 4.1534 0.11
H 0.4468 1.0250 3.2611 0.11
N -0.9392 -3.1904 -3.6038 -0.01
C -2.1152 -3.7733 -4.0042 -0.09
C -3.1137 -3.2087 -3.2727 -0.05
C -2.4784 -2.1949 -2.5179 -0.11
N -1.1704 -2.1654 -2.7635 -0.17
H -0.0378 -3.3359 -4.0376 0.14
H -2.1131 -4.4946 -4.7795 0.10
H -4.1818 -3.4041 -3.4003 0.11
H -2.8708 -1.4006 -1.9632 0.11
F -2.2297 0.6753 -3.5470 0.06
B -2.1907 2.0360 -3.1863 -1.19
F -3.5355 2.5016 -2.9965 0.05
F -1.5551 2.7853 -4.1539 0.12
F -1.4288 2.0508 -1.9443 0.03
```

## Properties
Charge: -1
HOMO energy, eV: -5.9
ΔE to the lowest compared entry with this formula, charge and spin, eV: 0.119
DFT total energy, eV: -42241.8831
LUMO, eV: 2.43



Density functional theory data (wB97M-V/def2-TZVPD) for a molecular structure, C17H15BrIrO2 in a non-equilibrium geometry.

Geometry as XYZ:
```
36
Properties=species:S:1:pos:R:3:lowdin_charge:R:1
C -1.0597 -1.1749 -3.4260 -0.15
C -1.1446 -2.1742 -2.4348 -0.19
C -1.8510 -1.6285 -1.2917 -0.28
H -0.7866 -3.1907 -2.4783 0.10
C -2.1997 -0.2568 -1.6333 -0.24
C -1.6212 0.0338 -2.9136 -0.18
H -1.7434 0.9874 -3.4208 0.12
H -0.7183 -1.3161 -4.4385 0.11
H -2.1487 -2.1304 -0.3795 0.11
H -2.8685 0.3642 -1.0420 0.12
Ir -0.1190 -0.3602 -1.1274 1.26
Br 1.1192 -2.1249 -0.0655 0.20
C 2.3196 0.4193 -1.2233 -0.20
C 1.1342 1.0249 -1.9244 -0.37
C 1.3921 0.6690 -3.3685 -0.10
H 0.7665 1.9942 -1.5970 0.11
C 2.4639 -0.2075 -3.4610 -0.09
C 3.0194 -0.3895 -2.1376 -0.11
H 3.8841 -1.0029 -1.9042 0.11
H 2.5740 0.6708 -0.1922 0.10
H 0.8319 1.0966 -4.1969 0.11
H 2.9140 -0.6450 -4.3722 0.11
O 0.9185 2.0071 0.8856 0.06
C 0.0502 1.2315 1.2531 -0.54
O -0.8152 0.5821 0.4622 -0.27
C -0.1702 0.8597 2.6951 -0.13
C -0.9225 -0.2884 2.9932 -0.04
C -1.2810 -0.5974 4.2921 -0.08
C -0.8655 0.2456 5.3391 -0.08
C -0.0959 1.3947 5.0595 -0.08
C 0.2646 1.6915 3.7410 -0.02
H -1.2705 -0.9069 2.1639 0.10
H -1.8860 -1.4915 4.4573 0.10
H -1.1389 -0.0151 6.3574 0.10
H 0.2168 2.0544 5.8716 0.10
H 0.8372 2.5742 3.4576 0.12
```

## Properties
Expectation value of S²: 8.79
HOMO energy (spin up / spin down), eV: -6.4 / -8.1
DFT total energy, eV: -94842.3929
Multiplicity: 6
LUMO (spin up / spin down), eV: 0.48 / -2.55



Density functional theory data (wB97M-V/def2-TZVPD) for a single C17H15ClN2O2S molecule.

Geometry as XYZ:
```
38
Properties=species:S:1:pos:R:3:lowdin_charge:R:1
O -2.2227 2.3720 -1.5786 -0.02
C -1.7504 1.5908 -0.7757 -0.41
N -0.4033 1.5381 -0.5488 0.13
C 0.5004 2.2803 -1.2585 -0.62
N 1.7470 2.1471 -1.0975 0.02
C 2.5388 3.0041 -1.9301 -0.28
C 1.6407 3.9077 -2.8042 -0.41
S -0.0961 3.4448 -2.4375 1.01
C -2.5964 0.6682 0.0245 -0.05
C -3.9517 0.9899 0.0703 -0.01
C -4.8577 0.2164 0.7662 -0.07
C -4.4084 -0.9140 1.4249 -0.07
C -3.0708 -1.2662 1.3831 -0.01
C -2.1465 -0.4896 0.6899 -0.19
O -0.8219 -0.8030 0.6093 -0.07
C -0.3496 -1.9821 1.2262 -0.17
C 1.1315 -2.1354 0.9936 -0.20
C 1.8299 -1.3702 0.0702 -0.02
C 3.1933 -1.5360 -0.1024 -0.07
C 3.8799 -2.4802 0.6392 -0.08
C 3.1998 -3.2666 1.5535 -0.11
C 1.8384 -3.0889 1.7229 -0.61
Cl 1.0020 -4.0872 2.8666 0.71
H -0.0274 0.8849 0.1264 0.13
H 3.1871 3.6018 -1.2820 0.11
H 3.1822 2.3715 -2.5504 0.10
H 1.8142 3.7576 -3.8675 0.06
H 1.7650 4.9627 -2.5684 0.06
H -4.2680 1.8737 -0.4630 0.12
H -5.9008 0.4888 0.7932 0.10
H -5.0985 -1.5356 1.9753 0.11
H -2.7551 -2.1576 1.9007 0.11
H -0.8690 -2.8617 0.8170 0.14
H -0.5376 -1.9447 2.3087 0.12
H 1.3086 -0.6371 -0.5227 0.09
H 3.7128 -0.9190 -0.8182 0.11
H 4.9428 -2.6124 0.5088 0.11
H 3.7180 -4.0129 2.1350 0.10
```

## Properties
Structure (SMILES): O=C(NC1=NCCS1)c1ccccc1OCc1ccccc1Cl
HOMO energy, eV: -8.3
ΔE to the lowest compared entry with this formula, charge and spin, eV: 1.195
DFT total energy, eV: -48305.8997
LUMO, eV: 0.34